# 1
83
Properties=species:S:1:pos:R:3:forces:R:3:mulliken_charge:R:1 method="wB97M-V/def2-TZVPD" e_homo_ev="2.7 / 0.4" total_charge=-2 molar_mass_g_mol=717.0 fmax_ha_per_bohr=0.080 homo_lumo_gap_ha="0.038 / 0.121" spin_multiplicity=3 lumo_energy_ev="3.72 / 3.71"
W 0.026807 0.844445 1.353950 -2.0123 -0.9406 0.4409 1.2631
Cl -0.427640 1.905867 -0.650775 -0.4267 0.3622 -1.1157 -0.6067
C -1.093251 0.705378 5.318644 0.1398 0.2442 1.2366 -0.4281
C -1.204941 0.542119 3.072495 2.4582 0.0746 -2.4382 -0.7298
N -0.651000 1.216658 4.137866 -0.7748 0.2881 0.6489 0.3492
H -2.523617 -0.934376 5.676809 0.2619 0.2951 -0.1845 0.4126
N -2.008962 -0.394224 3.652191 -0.6753 0.0211 0.4025 0.8487
H -0.794196 1.118605 6.275808 -0.1708 -0.2695 -0.1581 0.3953
C 0.335251 2.253468 3.890139 -0.4760 -0.9581 -0.4404 1.1788
C 0.503360 3.102319 5.151627 0.1475 0.4724 -0.2522 -2.3041
C 1.609384 1.573407 3.470153 1.1135 -0.5043 0.9324 -0.8702
H 0.892503 2.517802 5.996684 -0.1289 0.0442 -0.2781 0.4198
H 1.227627 3.899399 4.950587 -0.0402 -0.1170 0.0033 0.4417
H -0.436107 3.590705 5.443397 0.0844 -0.2105 -0.0405 0.4489
H 0.604969 3.795788 2.466936 0.0093 -0.0451 -0.1559 0.3650
H -1.038889 3.573361 2.998006 -0.2906 -0.1807 -0.4793 0.3913
H 1.584771 1.024949 2.471694 0.9038 0.8556 0.7639 0.0961
C -0.145803 3.025162 2.675110 0.2105 1.6404 0.2524 -0.6683
H 1.900038 0.853477 4.242166 0.0923 -0.0757 -0.0046 0.0251
H 2.403801 2.328129 3.409089 0.0299 -0.1784 -0.2983 0.5859
H -0.402734 2.556438 1.673109 -0.4102 1.7513 0.9269 -0.3368
C -1.938547 -0.296422 5.018474 -0.4885 -0.3776 1.0182 -0.8648
C -2.408909 -2.734588 3.152271 0.1574 -0.3533 -0.3651 -1.2372
H -2.435811 -3.036687 4.207942 0.0199 0.0073 -0.1659 0.2582
H -3.060566 -3.402726 2.571308 0.1576 -0.0325 0.2010 0.5067
C -2.930839 -1.315015 2.986975 0.4502 0.0022 0.1649 1.5398
H -3.732848 -1.583923 1.048324 0.0372 0.0712 -0.0448 0.5042
C -4.306017 -1.252885 3.647545 -0.4044 0.0529 -0.2011 -1.8745
H -4.716156 -0.237047 3.662566 0.1059 -0.0914 0.0131 0.3801
H -1.381464 -2.836058 2.781914 -0.2668 0.0227 0.0640 0.1289
H -2.049178 -1.006917 1.015778 -0.3619 0.2223 0.2605 0.2592
H -4.292788 -1.656368 4.666336 -0.0080 0.1261 -0.1339 0.3930
H -4.977893 -1.884899 3.053333 0.0171 0.1145 0.1578 0.4517
C -3.016515 -0.909055 1.533325 -0.4382 -0.4373 -0.4947 -1.8824
H -3.396195 0.114942 1.446629 0.2741 -0.1451 -0.1125 0.3771
C 1.264074 0.423489 -6.945097 -0.2584 -0.1153 -0.5250 -0.2724
N 1.221279 0.719213 -5.592570 -0.4229 -0.4274 -0.6751 0.0265
H -0.157586 -0.816050 -8.129155 0.3517 0.2325 0.4860 -0.2196
N -0.454557 -0.536256 -5.982691 0.8252 0.4824 -0.5843 -0.3918
H 2.024005 0.818604 -7.609016 -0.3423 -0.2967 0.1425 0.1564
C 2.102416 1.674704 -4.925470 -0.1825 -0.1330 0.2461 3.8128
C 3.226342 2.062564 -5.866606 0.4358 0.2252 -0.0282 -3.0332
C 1.289948 2.907369 -4.552603 -0.0623 0.3864 0.0797 -2.0473
H 2.847238 2.587603 -6.751513 0.0956 -0.1025 0.1409 0.5128
H 3.911849 2.747089 -5.352856 -0.1368 -0.0930 -0.0088 0.3916
H 3.810434 1.193014 -6.187267 -0.1064 0.0876 0.0088 0.4780
H 3.266646 1.641476 -3.110687 -0.0687 -0.0596 0.0009 0.4163
H 3.170471 0.084683 -3.972848 -0.0813 0.0552 0.1369 0.3804
H 0.442349 2.638239 -3.913081 0.1678 -0.0128 -0.1365 0.1799
C 2.606364 0.977633 -3.679359 0.4298 0.0133 0.3394 -2.0123
H 0.922221 3.405324 -5.458541 -0.0269 -0.0922 0.1335 0.3988
H 1.926025 3.617017 -4.008751 -0.0851 -0.0773 -0.0435 0.4309
H 1.755362 0.684320 -3.057616 0.2046 0.0279 -0.0610 0.3229
C 0.196692 -0.376675 -7.197219 0.2962 0.3586 -0.3037 -0.2480
C -2.816272 -0.182909 -5.538178 -0.3795 0.2095 -0.0107 -2.8630
H -2.957623 0.487273 -6.395075 0.0512 -0.0425 0.1684 0.5219
H -3.768181 -0.696867 -5.352856 0.1183 0.0861 -0.0228 0.4611
C -1.740158 -1.213528 -5.848721 -0.0862 -0.0845 0.2287 6.0998
H -2.548732 -2.691543 -4.511208 0.0918 0.0375 0.0194 0.4208
C -2.091650 -1.925406 -7.148522 -0.2481 -0.1901 0.0108 -4.2191
H -1.324349 -2.659898 -7.426328 -0.1624 0.1388 -0.0285 0.5025
H -2.559535 0.412252 -4.654912 0.0403 -0.1330 -0.1379 0.1280
H -1.261368 -1.664624 -3.802107 -0.0686 -0.1160 -0.1323 0.2725
H -2.229074 -1.207574 -7.969329 -0.0061 -0.2654 0.1192 0.5636
H -3.043088 -2.461522 -7.008342 0.2746 0.1601 -0.0561 0.5342
C -1.593744 -2.189968 -4.702637 -0.1601 -0.5053 0.2396 -2.5093
H -0.851685 -2.950217 -4.972090 -0.0517 0.0726 0.1444 0.4243
C 0.178184 0.117934 -4.970039 -0.4745 0.1449 0.0137 -0.6178
O 0.474746 -2.459840 4.854148 -0.0818 -0.0297 0.7969 -0.3178
C 1.744024 -1.980968 4.757475 0.5170 0.1603 0.4696 0.5741
C 2.521821 -1.626467 5.880534 -0.3511 -0.1452 -0.7559 -0.8015
C 3.809858 -1.145946 5.654159 0.2116 0.0443 -0.1264 -0.5184
C 4.337115 -1.067792 4.357058 0.1703 -0.0964 0.1073 -0.5734
C 3.555904 -1.413715 3.250391 -0.3448 -0.0757 0.4523 -0.2125
C 2.240395 -1.823262 3.453620 -0.2367 0.4560 0.5414 0.4795
C 1.205742 -2.001317 2.388307 -0.9314 0.9316 -2.0619 -0.3006
O 0.735121 -3.113854 2.189072 0.2258 0.1608 -0.1695 -0.6938
O 0.874743 -0.897386 1.717573 1.7139 -3.4322 1.5515 -0.6228
H 0.195727 -2.498006 5.785529 0.2064 0.2203 -0.4982 0.3503
H 2.098325 -1.710465 6.889536 0.2092 0.0589 -0.3929 0.2777
H 4.416196 -0.828790 6.506973 -0.1328 -0.1345 -0.2828 0.3308
H 5.370451 -0.738330 4.209667 -0.3913 -0.0748 0.0847 0.3454
H 3.937890 -1.381849 2.230845 -0.0530 0.2327 0.2559 0.4633

# 2
51
Properties=species:S:1:pos:R:3:forces:R:3:nbo_charge:R:1 method="wB97M-V/def2-TZVPD" e_homo_ev=-8.3 molar_mass_g_mol=557.2 relative_energy_kcal_mol=14.0 fmax_ha_per_bohr=0.028 homo_lumo_gap_ha=0.263 lumo_energy_ev=-1.13
Ag 0.177638 -0.778485 -1.250660 -0.0643 0.9892 -1.0379 0.8254
C 2.502768 0.189159 3.920342 -0.0904 -0.0707 -0.0384 -0.1867
C 1.585122 -0.655374 4.536161 0.1308 0.0842 0.1059 -0.2188
C 0.556914 -1.214082 3.803566 -0.0636 -0.0722 -0.2621 -0.2056
C 0.484399 -0.990447 2.424252 0.7817 0.9065 0.6800 0.1262
C 1.420144 -0.159373 1.802512 -0.2863 -0.2126 -0.1127 -0.2054
C 2.408122 0.442628 2.558617 0.1479 0.0009 -0.0095 -0.1942
N -0.587825 -1.584568 1.770079 -0.4001 -0.8833 -0.1870 -0.1413
N -0.406331 -1.878904 0.578353 -0.1465 -0.0156 0.3889 -0.2423
C -1.468577 -2.616280 -0.001540 -1.1140 -0.9104 -0.1256 0.2863
C -2.331825 -3.406157 0.761058 0.2564 0.2618 -0.0349 -0.2391
C -3.276753 -4.167196 0.101778 -0.0300 0.0324 -0.0822 -0.1600
C -3.333838 -4.115002 -1.282950 -0.0309 -0.0271 0.0494 -0.2444
C -2.437171 -3.297580 -1.951645 -0.0325 0.0451 -0.1709 0.0516
N -1.520116 -2.565073 -1.332502 0.1677 -0.1863 0.6428 -0.4407
H 3.288546 0.650421 4.503841 0.0062 0.0018 0.0027 0.2170
H 1.674190 -0.867622 5.593466 -0.0451 0.0195 0.0060 0.2179
H -0.172758 -1.863153 4.269827 -0.0514 0.0379 -0.0096 0.2215
H 1.345874 0.017700 0.735594 0.1673 0.1117 0.0848 0.2353
H 3.112367 1.109072 2.077930 -0.0087 -0.0255 -0.0225 0.2275
H -2.236741 -3.403321 1.835034 -0.0088 -0.0547 0.0516 0.2400
H -3.957674 -4.797561 0.658310 0.0060 0.0018 0.0082 0.2238
H -4.051640 -4.704572 -1.835790 0.0184 0.0061 -0.0230 0.2270
H -2.441099 -3.235430 -3.033408 -0.0003 0.0218 0.0042 0.2090
C -2.120212 2.308077 -2.585207 0.0836 -0.2203 0.0236 -0.9180
P -1.431218 1.208730 -1.283257 0.1693 0.0864 0.1541 0.7867
C -2.870263 1.130531 -0.150191 0.2025 -0.0546 -0.0868 -0.9427
C -0.275388 2.347243 -0.449285 -0.0719 0.0131 0.0473 -0.3550
C -0.328210 2.612162 0.915910 -0.0241 0.0263 -0.0717 -0.2284
C 0.643259 3.405070 1.511988 0.0013 0.0105 0.0570 -0.1949
C 1.669572 3.940906 0.750993 0.0081 0.0049 0.0344 -0.2161
C 1.737702 3.667464 -0.609279 0.0086 0.0120 -0.0265 -0.2147
C 0.776593 2.869451 -1.204496 -0.0342 0.0084 0.0571 -0.1469
H -1.352153 2.544352 -3.318956 -0.0096 0.0030 -0.0168 0.2452
H -2.492173 3.229019 -2.135222 -0.0026 0.0054 -0.0123 0.2290
H -2.934258 1.790681 -3.093085 0.0066 0.0128 -0.0332 0.2364
H -3.190197 2.128246 0.153216 -0.0288 -0.0166 0.0311 0.2320
H -2.630817 0.530582 0.728547 -0.0298 0.0174 0.0176 0.2388
H -3.681303 0.636529 -0.686360 -0.0281 -0.0061 0.0327 0.2421
H -1.119008 2.189591 1.523855 0.0126 0.0285 0.0170 0.2131
H 0.603117 3.590623 2.578208 -0.0164 0.0255 -0.0135 0.2149
H 2.421011 4.565687 1.216460 0.0117 -0.0180 0.0041 0.2152
H 2.549162 4.066214 -1.203894 -0.0043 0.0013 -0.0058 0.2194
H 0.848489 2.638023 -2.260961 0.0595 -0.0224 0.0021 0.2124
Cl 4.033470 -2.774614 -3.921528 0.0367 -0.0491 -0.0098 -0.0178
C 3.828137 -1.133296 -3.293288 -0.2571 0.0503 0.0630 -0.2986
Cl 3.908935 0.064889 -4.603808 0.1044 0.0706 -0.0817 -0.0284
C 2.469384 -0.967368 -2.584235 0.0840 0.0760 -0.0750 0.7259
O 1.436433 -1.314958 -3.183108 0.1733 -0.1112 -0.0618 -0.7405
O 2.520451 -0.451403 -1.441239 0.2430 -0.0253 0.0402 -0.7711
H 4.645761 -0.931246 -2.614020 -0.0078 0.0088 0.0052 0.2319

# 3
27
Properties=species:S:1:pos:R:3:forces:R:3:nbo_charge:R:1 method="wB97M-V/def2-TZVPD" e_homo_ev="-14.6 / -14.6" total_charge=+1 molar_mass_g_mol=159.2 relative_energy_kcal_mol=2.2 fmax_ha_per_bohr=0.063 homo_lumo_gap_ha="0.384 / 0.224" spin_multiplicity=2 lumo_energy_ev="-4.19 / -8.54"
C 2.575146 0.264555 1.475570 -0.6529 -0.4315 -0.6908 -0.4559
N 1.602826 -0.391474 0.574356 1.4649 -1.6075 2.4141 -0.2431
C 0.077836 -1.436111 2.357502 0.7805 0.0430 1.3935 -0.6042
C 0.322187 -0.680517 1.051891 -0.8258 0.8426 -1.6782 -0.1989
C -0.515513 0.709757 1.084989 0.3591 -1.2837 0.1369 0.4649
O -1.674216 0.595025 0.943814 -0.3743 0.6114 0.1678 -0.3714
H 3.544229 0.133449 1.021974 0.3170 0.5104 -0.0547 0.2486
H 2.283741 1.297914 1.647764 0.2502 0.0992 0.0905 0.2368
H 2.572685 -0.300326 2.412505 -0.1110 0.1704 0.1831 0.2499
H 2.065029 -1.232098 0.189578 -0.6044 0.6783 -0.9384 0.4267
H -0.794291 -2.069993 2.282148 -0.2587 0.1008 -0.3045 0.2736
H 0.925949 -2.079493 2.602769 0.0626 -0.0707 -0.3483 0.2440
H -0.026397 -0.800198 3.232585 -0.1479 0.2652 -0.0257 0.2364
H -0.159063 -1.243445 0.258436 -0.1751 -0.2574 -0.2131 0.3047
H 0.066612 1.636088 1.217684 -0.0936 0.1493 0.1146 0.1654
H 0.300250 -1.730437 -2.193111 0.0902 -0.2335 -0.2119 0.4609
H -1.077554 -2.286049 -1.954893 0.0642 -0.1539 0.2659 0.5001
O -0.157931 -2.391175 -1.661998 -0.1036 0.4427 -0.0190 -0.9476
H -3.115098 0.211294 -0.958867 -0.1687 -0.1715 0.0570 0.4755
H -2.350005 0.043610 -2.270248 -0.1446 -0.0792 0.0070 0.4814
O -2.648606 -0.442258 -1.488057 0.3665 0.1754 -0.3072 -0.9523
H -1.035672 2.806600 -0.464191 -0.5784 -0.2143 0.0269 0.4535
H -2.403973 2.439831 -1.205529 0.3480 -0.0182 0.4096 0.4765
O -1.663568 3.053405 -1.147658 0.2549 0.4157 -0.5064 -0.9271
H 0.586404 0.604815 -2.712736 -0.1178 0.0438 -0.7022 0.4369
H 0.385895 2.052352 -2.890738 -0.2922 0.2856 -0.5267 0.4749
O 0.313096 1.234880 -3.405539 0.2906 -0.3123 1.2602 -0.9102